Model 1:
Molecular formula: C2H9NS
Method: DFT, ωB97M-V/def2-TZVPD

Structure (ORCA input):
```
! wB97M-V def2-TZVPD RIJCOSX def2/J DEFGRID3
* xyz 0 1
S 1.66 0.97 1.35
N -0.72 -0.66 -0.45
C -0.58 -1.35 -1.75
C -2.06 -0.03 -0.36
H -2.77 -0.61 0.23
H -0.75 -1.44 0.20
H 2.88 1.31 0.87
H 0.41 -1.80 -1.77
H -1.30 -2.15 -1.96
H -2.42 0.22 -1.35
H -1.98 0.93 0.16
H 1.09 1.97 0.68
H -0.59 -0.59 -2.54
*
```

Calculated values
E_LUMO, Eh: 0.037
SMILES: CNC.S
Kohn-Sham gap, eV: 9.78

---

Model 2:
Molecular formula: C2H9NS
Method: DFT, ωB97M-V/def2-TZVPD

Structure (ORCA input):
```
! wB97M-V def2-TZVPD RIJCOSX def2/J DEFGRID3
* xyz 0 1
S 1.97 -2.02 0.32
N -0.23 -0.11 -0.41
C 0.47 1.11 -0.75
C -1.40 0.00 0.45
H -0.19 -0.88 -1.06
H 1.33 0.85 -1.36
H -1.13 0.62 1.30
H -2.22 0.50 -0.08
H 1.51 -1.63 1.55
H 0.93 -0.88 0.35
H -0.13 1.84 -1.31
H 0.83 1.58 0.17
H -1.73 -0.96 0.82
*
```

Calculated values
E_LUMO, Eh: 0.030
SMILES: CNC.S
Kohn-Sham gap, eV: 9.35

---

Of them, the most stable is model 1 and the least stable is model 2.

---

Model 1:
Molecular formula: C2H9NS
Method: DFT, ωB97M-V/def2-TZVPD

Structure (ORCA input):
```
! wB97M-V def2-TZVPD RIJCOSX def2/J DEFGRID3
* xyz 0 1
S 0.79 1.23 -1.19
N -2.25 -0.62 -1.81
C 1.73 0.01 -0.09
C 0.42 0.44 0.39
H -2.70 -0.69 -2.74
H -2.50 -1.53 -1.43
H 0.68 0.47 3.65
H 0.59 1.05 4.13
H 1.89 -0.89 -0.68
H -1.28 -0.71 -2.06
H 2.67 0.50 0.13
H -0.33 -0.34 0.44
H 0.30 1.08 1.26
*
```

Calculated values
E_LUMO, Eh: 0.037
SMILES: [H][H].C1CS1.N
Kohn-Sham gap, eV: 9.72

---

Model 2:
Molecular formula: C2H9NS
Method: DFT, ωB97M-V/def2-TZVPD

Structure (ORCA input):
```
! wB97M-V def2-TZVPD RIJCOSX def2/J DEFGRID3
* xyz 0 1
S -3.26 0.14 -0.44
N 0.18 -0.27 0.29
C 1.00 -0.29 -0.93
C 0.80 0.48 1.37
H 0.04 -1.23 0.59
H -3.35 -0.43 -1.65
H 0.16 0.51 2.24
H 1.79 0.09 1.67
H 1.88 -0.93 -0.82
H 0.39 -0.58 -1.78
H 0.96 1.51 1.04
H -1.93 0.28 -0.45
H 1.35 0.72 -1.13
*
```

Calculated values
E_LUMO, Eh: 0.036
SMILES: CNC.S
Kohn-Sham gap, eV: 10.06

---

Of them, the most stable is model 2 and the least stable is model 1.

---

Model 1:
Molecular formula: C3H3FO
Method: DFT, ωB97M-V/def2-TZVPD

Structure (ORCA input):
```
! wB97M-V def2-TZVPD RIJCOSX def2/J DEFGRID3
* xyz 0 1
F -1.93 -0.18 -0.06
O 1.19 0.29 -1.37
C 0.04 0.81 -1.01
C 0.25 -0.74 1.01
C -0.50 -0.18 -0.02
H -0.55 1.79 -1.39
H 1.43 -0.58 0.83
H 0.06 -1.21 2.02
*
```

Calculated values
E_LUMO, Eh: -0.018
SMILES: C=C(F)C=O
Kohn-Sham gap, eV: 9.45

---

Model 2:
Molecular formula: C3H3FO
Method: DFT, ωB97M-V/def2-TZVPD

Structure (ORCA input):
```
! wB97M-V def2-TZVPD RIJCOSX def2/J DEFGRID3
* xyz 0 1
F 0.93 1.04 1.73
O -2.48 -0.93 -0.31
C 0.93 0.26 -0.45
C 0.83 0.04 0.84
C -2.81 -0.21 -1.12
H 0.85 -0.54 -1.16
H 1.09 1.25 -0.83
H 0.66 -0.91 1.32
*
```

Calculated values
E_LUMO, Eh: 0.042
Kohn-Sham gap, eV: 11.27

---

Of them, the most stable is model 2 and the least stable is model 1.

---

Model 1:
Molecular formula: C3H5NO2S2
Method: DFT, ωB97M-V/def2-TZVPD

Structure (ORCA input):
```
! wB97M-V def2-TZVPD RIJCOSX def2/J DEFGRID3
* xyz 0 1
S -2.06 0.93 -0.08
S -1.24 -1.88 0.64
O 1.59 0.82 1.04
O 1.75 -1.17 -1.11
N -0.45 1.62 -0.02
C 0.66 -0.33 -0.81
C -2.20 -0.66 -0.07
C 0.70 0.71 0.05
H 2.28 -0.93 -0.36
H -2.04 -3.01 0.13
H 1.45 1.77 1.35
H -0.27 2.34 0.67
H -0.18 -0.21 -1.44
*
```

Calculated values
E_LUMO, Eh: -0.001
Kohn-Sham gap, eV: 7.90

---

Model 2:
Molecular formula: C3H5NO2S2
Method: DFT, ωB97M-V/def2-TZVPD

Structure (ORCA input):
```
! wB97M-V def2-TZVPD RIJCOSX def2/J DEFGRID3
* xyz 0 1
S 0.72 -1.32 -0.39
S -3.42 0.15 -0.10
O 0.60 1.31 -0.36
O -2.09 -2.19 -0.06
N -0.70 0.85 -0.10
C -2.08 -1.01 -0.04
C 2.14 -0.36 0.28
C -0.63 -0.38 -0.21
H 1.84 0.24 1.16
H 0.55 2.35 -0.20
H 2.95 -1.17 0.52
H 2.57 0.25 -0.52
H -2.48 1.28 0.02
*
```

Calculated values
E_LUMO, Eh: 0.011
SMILES: CS/C(=N\O)C(=O)S
Kohn-Sham gap, eV: 9.46

---

Of them, the most stable is model 2 and the least stable is model 1.

---

Model 1:
Molecular formula: CH2IO3P
Method: DFT, ωB97M-V/def2-TZVPD

Structure (ORCA input):
```
! wB97M-V def2-TZVPD RIJCOSX def2/J DEFGRID3
* xyz -2 1
I 3.90 -0.12 -0.54
P -2.24 0.14 -0.39
O -1.51 1.31 -0.93
O -2.79 -0.83 -1.35
O -2.53 -0.09 1.06
C 2.09 -0.30 0.94
H 1.40 -0.88 0.12
H 1.68 0.77 1.10
*
```

Calculated values
E_LUMO, Eh: 0.195
Kohn-Sham gap, eV: 5.08

---

Model 2:
Molecular formula: CH2IO3P
Method: DFT, ωB97M-V/def2-TZVPD

Structure (ORCA input):
```
! wB97M-V def2-TZVPD RIJCOSX def2/J DEFGRID3
* xyz -2 1
I -2.03 2.76 0.61
P 0.50 -1.55 -0.79
O 1.79 -1.44 -0.02
O 0.38 -1.14 -2.24
O -0.72 -2.22 -0.18
C 0.04 1.55 0.67
H -0.01 1.49 1.79
H 0.06 0.55 0.15
*
```

Calculated values
E_LUMO, Eh: 0.199
Kohn-Sham gap, eV: 4.77

---

Of them, the most stable is model 1 and the least stable is model 2.

---

Model 1:
Molecular formula: C4H12NOS
Method: DFT, ωB97M-V/def2-TZVPD

Structure (ORCA input):
```
! wB97M-V def2-TZVPD RIJCOSX def2/J DEFGRID3
* xyz -1 1
S -0.15 0.12 -2.73
O -3.42 1.85 -1.81
N 1.62 0.29 -0.08
C 0.28 -0.47 0.03
C 1.69 1.03 1.37
C 0.19 -1.42 1.17
C -0.12 -0.97 -1.38
H -3.49 0.96 -1.94
H -0.04 -0.87 2.22
H 0.58 -1.74 -1.55
H -2.84 1.90 -0.97
H 1.21 0.75 -0.98
H -0.47 0.17 0.43
H -0.48 -2.23 1.07
H 2.41 0.48 1.95
H 1.12 -1.90 1.19
H 0.83 1.31 1.90
H 2.20 2.03 1.55
H -1.14 -1.29 -1.44
*
```

Calculated values
E_LUMO, Eh: 0.135
Kohn-Sham gap, eV: 6.23

---

Model 2:
Molecular formula: C4H12NOS
Method: DFT, ωB97M-V/def2-TZVPD

Structure (ORCA input):
```
! wB97M-V def2-TZVPD RIJCOSX def2/J DEFGRID3
* xyz -1 1
S -2.47 -2.57 1.37
O 2.66 -3.30 -0.88
N -0.08 0.56 0.41
C -1.24 -1.71 0.33
C 0.95 2.75 0.01
C -0.21 1.83 -0.33
C -1.40 -0.18 0.43
H 1.95 -2.65 -0.79
H 1.86 2.46 -0.52
H -0.39 1.69 -1.40
H -0.24 -1.97 0.70
H -1.09 2.26 0.17
H 1.17 2.93 1.06
H 2.26 -3.98 -0.31
H -1.34 -2.02 -0.71
H 0.70 3.72 -0.46
H -1.77 0.09 1.41
H 0.62 -0.01 -0.04
H -1.95 0.10 -0.47
*
```

Calculated values
E_LUMO, Eh: 0.126
Kohn-Sham gap, eV: 5.87

---

Model 3:
Molecular formula: C4H12NOS
Method: DFT, ωB97M-V/def2-TZVPD

Structure (ORCA input):
```
! wB97M-V def2-TZVPD RIJCOSX def2/J DEFGRID3
* xyz -1 1
S 1.55 -1.93 1.25
O -0.97 -4.15 0.90
N -1.00 0.77 -0.59
C 1.42 1.25 0.18
C 0.60 -1.07 -0.21
C -1.38 2.14 -0.34
C 0.17 0.35 0.22
H 1.76 1.35 -0.86
H -0.40 -3.37 1.04
H -1.66 2.33 0.69
H 2.06 0.71 0.87
H -0.68 2.91 -0.74
H 1.36 -0.95 -1.02
H -2.25 2.41 -0.95
H 1.25 2.27 0.55
H -0.21 -1.62 -0.69
H -0.84 -4.28 -0.04
H -0.09 0.22 1.27
H -0.71 0.66 -1.56
*
```

Calculated values
E_LUMO, Eh: 0.133
Kohn-Sham gap, eV: 6.47

---

Of them, the most stable is model 3 and the least stable is model 1.